{"formula": "C22H53BO6", "method": "wB97M-V/def2-TZVPD", "elements": ["C", "C", "C", "C", "C", "C", "C", "B", "C", "C", "C", "O", "O", "H", "H", "H", "H", "H", "H", "H", "H", "H", "H", "H", "H", "H", "H", "H", "H", "H", "H", "H", "H", "H", "C", "C", "C", "O", "H", "H", "H", "H", "H", "H", "H", "H", "C", "C", "C", "O", "H", "H", "H", "H", "H", "H", "H", "H", "C", "C", "C", "O", "H", "H", "H", "H", "H", "H", "H", "H", "C", "C", "C", "O", "H", "H", "H", "H", "H", "H", "H", "H"], "coordinates": [[2.34, 4.55, -1.09], [1.46, 4.03, -2.23], [0.71, 2.76, -1.81], [1.20, 1.50, -2.53], [0.81, 0.26, -1.71], [0.93, -1.03, -2.54], [2.35, -1.15, -3.13], [2.96, -2.60, -3.10], [4.34, -2.87, -3.83], [5.42, -3.47, -2.93], [5.13, -4.87, -2.48], [4.15, -5.47, -2.68], [6.15, -5.46, -1.77], [1.73, 5.16, -0.43], [3.08, 5.22, -1.54], [2.86, 3.76, -0.58], [2.00, 3.92, -3.16], [0.71, 4.80, -2.38], [0.80, 2.57, -0.75], [-0.34, 2.88, -2.05], [2.28, 1.55, -2.63], [0.79, 1.39, -3.53], [1.55, 0.17, -0.92], [-0.19, 0.39, -1.32], [0.68, -1.90, -1.95], [0.22, -0.93, -3.35], [2.36, -0.80, -4.16], [3.02, -0.55, -2.52], [2.39, -3.46, -2.51], [4.71, -1.89, -4.14], [4.19, -3.43, -4.75], [6.37, -3.49, -3.45], [5.50, -2.85, -2.04], [6.54, -4.75, -1.24], [0.89, 4.17, 3.10], [0.65, 5.65, 2.86], [-0.57, 6.14, 3.62], [0.49, 5.89, 1.46], [0.04, 3.58, 2.75], [1.77, 3.83, 2.55], [1.05, 3.96, 4.16], [1.53, 6.22, 3.17], [-1.47, 5.61, 3.28], [-0.73, 7.20, 3.43], [-0.46, 5.99, 4.69], [-0.28, 5.39, 1.16], [-0.05, -3.16, 2.53], [-0.33, -2.83, 1.07], [-1.02, -3.99, 0.36], [0.90, -2.52, 0.39], [0.61, -4.03, 2.61], [0.46, -2.32, 3.01], [-0.97, -3.37, 3.06], [-0.95, -1.94, 1.00], [-0.39, -4.88, 0.38], [-1.21, -3.74, -0.68], [-1.97, -4.23, 0.84], [1.46, -3.30, 0.44], [-3.29, 5.83, -0.90], [-3.22, 4.62, -1.82], [-4.60, 4.19, -2.29], [-2.58, 3.53, -1.14], [-3.88, 5.60, 0.00], [-2.30, 6.12, -0.56], [-3.75, 6.68, -1.40], [-2.59, 4.85, -2.68], [-5.23, 3.91, -1.44], [-4.53, 3.32, -2.94], [-5.10, 5.00, -2.84], [-3.12, 3.31, -0.37], [-3.47, -5.98, 5.31], [-3.74, -5.66, 3.84], [-4.44, -6.81, 3.14], [-2.51, -5.36, 3.18], [-2.82, -6.85, 5.39], [-2.97, -5.15, 5.79], [-4.40, -6.18, 5.84], [-4.35, -4.76, 3.77], [-3.82, -7.71, 3.16], [-4.62, -6.57, 2.09], [-5.40, -7.04, 3.61], [-1.95, -6.15, 3.23]], "total_charge": 0, "lumo_energy_ev": 0.49, "homo_lumo_gap_ev": 10.3, "smiles": "CCCCCCCBCCC(=O)O.CC(C)O.CC(C)O.CC(C)O.CC(C)O", "energy_ev": -36634.3256, "fmax_ev_per_a": 3.1}

=====

{"formula": "C22H53Cl4N3", "method": "wB97M-V/def2-TZVPD", "elements": ["Cl", "C", "C", "Cl", "H", "H", "H", "H", "Cl", "C", "C", "Cl", "H", "H", "H", "H", "C", "C", "N", "C", "C", "C", "C", "H", "H", "H", "H", "H", "H", "H", "H", "H", "H", "H", "H", "H", "H", "H", "C", "C", "N", "C", "C", "C", "C", "H", "H", "H", "H", "H", "H", "H", "H", "H", "H", "H", "H", "H", "H", "H", "C", "C", "N", "C", "C", "C", "C", "H", "H", "H", "H", "H", "H", "H", "H", "H", "H", "H", "H", "H", "H", "H"], "coordinates": [[-4.01, -3.11, -0.62], [-2.50, -2.22, -0.38], [-2.71, -0.73, -0.73], [-4.13, -0.01, 0.15], [-1.64, -2.66, -0.62], [-2.42, -2.27, 0.70], [-2.67, -0.62, -1.85], [-1.84, -0.19, -0.60], [2.44, -6.49, -2.43], [3.17, -4.79, -2.32], [2.10, -3.68, -2.48], [0.92, -3.72, -1.13], [3.99, -4.69, -2.94], [3.72, -4.72, -1.46], [1.81, -3.78, -3.49], [2.61, -2.78, -2.38], [-2.37, 1.82, -3.77], [-1.90, 0.57, -4.52], [-0.96, -0.24, -3.76], [-0.86, -1.62, -3.98], [-1.11, -2.09, -5.29], [0.38, 0.29, -3.73], [1.18, 0.33, -2.47], [-2.55, 1.73, -2.79], [-3.11, 2.25, -4.29], [-1.56, 2.56, -3.74], [-1.35, 0.84, -5.43], [-2.69, 0.04, -4.72], [-1.63, -1.91, -3.25], [-0.08, -2.15, -3.50], [-1.67, -1.50, -6.06], [-1.82, -2.99, -5.49], [-0.05, -2.25, -5.87], [0.33, 1.35, -3.89], [0.94, 0.06, -4.64], [2.07, 0.87, -2.55], [1.27, -0.71, -2.15], [0.43, 0.79, -1.75], [3.40, 0.92, 1.02], [2.40, -0.18, 1.19], [2.25, -0.49, 2.67], [0.95, -0.74, 3.02], [-0.10, -1.36, 2.27], [3.13, -1.54, 3.03], [3.42, -1.58, 4.59], [4.20, 0.89, 1.79], [3.09, 2.09, 1.33], [3.89, 0.94, 0.02], [2.55, -1.21, 0.66], [1.34, 0.04, 0.89], [0.76, 0.26, 3.13], [0.99, -0.86, 4.11], [-0.14, -1.79, 1.18], [-0.81, -0.69, 2.21], [-0.10, -2.30, 2.87], [3.96, -1.42, 2.64], [2.73, -2.59, 2.85], [3.85, -0.72, 4.97], [4.12, -2.43, 4.78], [2.64, -1.91, 5.50], [-2.40, 1.64, 4.43], [-2.59, 1.89, 2.83], [-1.38, 2.76, 2.47], [-0.72, 2.66, 1.26], [-1.42, 2.68, 0.12], [-1.37, 4.15, 2.86], [0.03, 4.71, 3.17], [-1.52, 0.96, 4.60], [-3.24, 1.01, 4.50], [-2.44, 2.56, 4.91], [-3.36, 2.45, 2.53], [-2.67, 0.97, 2.28], [-0.09, 1.87, 1.29], [0.35, 3.01, 1.26], [-2.46, 2.55, 0.04], [-1.12, 2.02, -0.61], [-1.36, 3.65, -0.32], [-1.92, 4.16, 3.81], [-1.89, 4.83, 2.07], [0.72, 4.88, 2.34], [0.52, 4.14, 3.99], [0.04, 5.55, 3.72]], "total_charge": 0, "lumo_energy_ev": 0.43, "homo_lumo_gap_ev": 8.1, "smiles": "CCN(CC)CC.CCN(CC)CC.CCN(CC)CC.ClCCCl.ClCCCl", "energy_ev": -78220.6791, "fmax_ev_per_a": 10.1}

=====

{"formula": "C22H53FN3O5Si", "method": "wB97M-V/def2-TZVPD", "elements": ["C", "Si", "C", "C", "C", "C", "C", "C", "F", "C", "N", "C", "C", "O", "H", "H", "H", "H", "H", "H", "H", "H", "H", "H", "H", "H", "H", "H", "H", "H", "H", "H", "H", "H", "H", "H", "H", "C", "O", "C", "C", "N", "C", "C", "O", "C", "H", "H", "H", "H", "H", "H", "H", "H", "H", "H", "H", "H", "H", "H", "H", "C", "O", "C", "C", "N", "C", "C", "O", "C", "H", "H", "H", "H", "H", "H", "H", "H", "H", "H", "H", "H", "H", "H", "H"], "coordinates": [[0.92, 2.56, 5.46], [0.58, 3.94, 4.24], [1.39, 3.51, 2.60], [1.42, 5.49, 4.91], [-1.32, 4.32, 4.04], [-2.10, 3.29, 4.87], [-3.62, 3.64, 4.97], [-4.53, 2.65, 4.31], [-4.58, 2.96, 2.92], [-1.75, 4.22, 2.57], [-2.84, 5.17, 2.15], [-2.79, 6.53, 2.80], [-1.59, 6.66, 3.73], [-1.60, 5.60, 4.64], [1.94, 2.19, 5.33], [0.27, 1.70, 5.35], [0.82, 2.90, 6.48], [1.48, 4.37, 1.94], [0.86, 2.72, 2.08], [2.40, 3.15, 2.79], [1.34, 6.29, 4.17], [2.47, 5.30, 5.07], [0.95, 5.85, 5.81], [-1.72, 3.23, 5.88], [-2.00, 2.35, 4.35], [-3.82, 4.61, 4.55], [-3.89, 3.72, 6.01], [-4.20, 1.63, 4.41], [-5.53, 2.73, 4.70], [-0.94, 4.32, 1.86], [-2.16, 3.23, 2.42], [-2.73, 5.32, 1.15], [-3.77, 4.75, 2.26], [-2.77, 7.31, 2.05], [-3.68, 6.65, 3.39], [-1.73, 7.57, 4.29], [-0.67, 6.73, 3.16], [-1.08, -3.76, 1.52], [0.24, -3.42, 1.14], [0.53, -3.63, -0.24], [0.72, -2.32, -0.96], [-0.53, -1.58, -1.08], [-0.39, -0.21, -1.55], [0.42, 0.77, -0.70], [-0.17, 1.10, 0.55], [0.08, 0.16, 1.59], [-1.12, -3.74, 2.61], [-1.82, -3.05, 1.13], [-1.35, -4.76, 1.18], [-0.25, -4.24, -0.72], [1.46, -4.20, -0.29], [1.11, -2.52, -1.97], [1.49, -1.76, -0.41], [-0.99, -1.57, -0.18], [-1.40, 0.20, -1.64], [0.04, -0.23, -2.55], [0.48, 1.71, -1.25], [1.46, 0.44, -0.55], [1.05, -0.32, 1.50], [-0.72, -0.59, 1.63], [0.05, 0.71, 2.54], [3.85, -5.59, -8.26], [3.04, -4.47, -7.94], [1.65, -4.67, -8.16], [0.89, -4.74, -6.85], [1.20, -5.95, -6.11], [0.69, -5.98, -4.74], [1.20, -4.93, -3.75], [2.56, -5.08, -3.40], [3.49, -4.49, -4.29], [4.89, -5.25, -8.24], [3.73, -6.40, -7.54], [3.63, -5.96, -9.27], [1.47, -5.57, -8.76], [1.28, -3.81, -8.73], [-0.18, -4.72, -7.06], [1.14, -3.83, -6.29], [2.20, -6.08, -6.08], [0.93, -6.96, -4.33], [-0.40, -5.92, -4.78], [0.64, -5.07, -2.82], [0.99, -3.91, -4.09], [3.09, -3.59, -4.77], [3.82, -5.19, -5.06], [4.37, -4.21, -3.71]], "total_charge": 1, "lumo_energy_ev": -2.82, "homo_lumo_gap_ev": 7.0, "energy_ev": -48967.9817, "fmax_ev_per_a": 1.3}

=====

{"formula": "C22H53FNO8S2", "method": "wB97M-V/def2-TZVPD", "elements": ["C", "C", "C", "C", "C", "C", "S", "O", "O", "N", "S", "O", "O", "F", "H", "H", "H", "H", "H", "H", "H", "H", "H", "H", "H", "H", "H", "C", "C", "O", "C", "C", "H", "H", "H", "H", "H", "H", "H", "H", "H", "H", "C", "C", "O", "C", "C", "H", "H", "H", "H", "H", "H", "H", "H", "H", "H", "C", "C", "O", "C", "C", "H", "H", "H", "H", "H", "H", "H", "H", "H", "H", "C", "C", "O", "C", "C", "H", "H", "H", "H", "H", "H", "H", "H", "H", "H"], "coordinates": [[-1.89, 0.64, 0.20], [-1.78, 2.15, 0.55], [-2.71, 3.02, -0.36], [-3.23, 4.28, 0.34], [-4.41, 4.03, 1.30], [-5.72, 3.70, 0.56], [-6.31, 2.06, 1.10], [-5.17, 1.14, 1.12], [-6.81, 2.29, 2.46], [-7.55, 1.59, 0.12], [-7.02, 0.94, -1.27], [-6.13, 1.84, -1.99], [-8.17, 0.50, -2.02], [-6.19, -0.38, -0.98], [-0.96, 0.34, -0.29], [-1.98, 0.04, 1.11], [-2.74, 0.40, -0.44], [-0.75, 2.48, 0.36], [-2.00, 2.36, 1.60], [-2.06, 3.36, -1.18], [-3.50, 2.42, -0.83], [-2.41, 4.74, 0.90], [-3.52, 5.00, -0.43], [-4.59, 4.98, 1.82], [-4.19, 3.31, 2.09], [-6.51, 4.38, 0.89], [-5.63, 3.75, -0.53], [-2.12, 3.72, 6.88], [-2.27, 3.33, 5.42], [-1.48, 4.10, 4.54], [-0.08, 4.03, 4.73], [0.46, 2.62, 4.57], [-2.34, 4.78, 7.02], [-2.81, 3.14, 7.50], [-1.11, 3.54, 7.25], [-3.31, 3.50, 5.11], [-2.08, 2.26, 5.28], [0.21, 4.46, 5.69], [0.36, 4.67, 3.96], [0.07, 1.95, 5.34], [1.55, 2.61, 4.65], [0.18, 2.21, 3.61], [2.13, -3.62, -2.08], [0.87, -2.79, -1.88], [1.09, -1.39, -1.90], [1.64, -0.86, -3.09], [0.77, -1.08, -4.31], [2.88, -3.36, -1.34], [1.90, -4.68, -1.99], [2.57, -3.45, -3.07], [0.45, -3.02, -0.90], [0.10, -3.06, -2.62], [2.65, -1.24, -3.25], [1.74, 0.22, -2.91], [0.66, -2.14, -4.55], [1.21, -0.58, -5.18], [-0.23, -0.67, -4.15], [6.84, -0.32, -6.63], [5.71, 0.37, -5.89], [5.27, -0.31, -4.74], [6.24, -0.51, -3.72], [6.81, 0.78, -3.16], [6.56, -1.34, -6.89], [7.09, 0.22, -7.54], [7.75, -0.38, -6.02], [4.84, 0.43, -6.55], [5.99, 1.41, -5.65], [7.03, -1.17, -4.07], [5.72, -1.04, -2.92], [7.37, 1.34, -3.91], [7.49, 0.57, -2.33], [6.01, 1.43, -2.79], [-0.46, -5.46, 3.26], [-0.46, -5.31, 1.75], [0.70, -4.67, 1.24], [1.94, -5.29, 1.50], [2.05, -6.70, 0.93], [-0.34, -4.48, 3.74], [-1.40, -5.89, 3.60], [0.35, -6.10, 3.61], [-1.30, -4.69, 1.45], [-0.60, -6.28, 1.26], [2.15, -5.30, 2.57], [2.69, -4.66, 1.03], [1.33, -7.38, 1.38], [3.05, -7.10, 1.10], [1.85, -6.69, -0.15]], "total_charge": -1, "lumo_energy_ev": 2.05, "homo_lumo_gap_ev": 8.2, "energy_ev": -65931.3894, "fmax_ev_per_a": 2.7}

=====

| no. | HOMO level (eV) |
| --- | --- |
| 1 | -9.766 |
| 2 | -7.628 |
| 3 | -9.857 |
| 4 | -6.184 |